(1)
{
  "formula": "C4H6F2S2",
  "method": "ωB97M-V/def2-TZVPD",
  "orbital_gap_ev": 8.6,
  "e_tot_ev": -31349.742,
  "de_lowest_ev": 0.427,
  "smiles": "FCC(CF)SC=S",
  "elements": ["C", "C", "C", "C", "H", "H", "H", "H", "H", "H", "F", "F", "S", "S"],
  "positions_angstrom": [[0.32466, 0.92146, 1.97995], [1.25375, 0.36652, 0.94834], [1.42491, -1.13397, 1.11907], [-0.79375, 0.02573, -0.99817], [0.64841, 0.72859, 3.02199], [0.14838, 2.00314, 1.87581], [2.22917, 0.88799, 1.02835], [2.23062, -1.48288, 0.46307], [1.62834, -1.34561, 2.17596], [-1.20906, -0.48148, -0.14007], [-0.93507, 0.33711, 1.88211], [0.28366, -1.86196, 0.85399], [0.76333, 0.78474, -0.79997], [-1.58023, -0.01378, -2.40910]],
  "atomic_forces_ev_per_a": [[-0.79, 0.96, 0.95], [-0.29, -0.03, -0.91], [0.73, -0.09, 0.47], [-0.07, -0.25, -0.40], [0.22, -0.01, -0.56], [0.32, -0.27, -0.10], [-0.38, -0.47, 0.12], [-0.18, -0.13, 0.21], [0.42, 0.05, -0.17], [0.14, 0.15, 0.17], [-0.05, -0.07, 0.01], [-0.10, 0.07, -0.40], [-0.14, -0.13, 0.55], [0.17, 0.22, 0.04]]
}

***

(2)
{
  "formula": "C4H13N3",
  "method": "ωB97M-V/def2-TZVPD",
  "orbital_gap_ev": 9.4,
  "e_tot_ev": -8827.940,
  "de_lowest_ev": 1.473,
  "smiles": "C[C@@H](N)CNCN",
  "elements": ["C", "N", "C", "N", "C", "C", "N", "H", "H", "H", "H", "H", "H", "H", "H", "H", "H", "H", "H", "H"],
  "positions_angstrom": [[0.48315, -0.62540, 0.46491], [0.83687, 0.76940, 0.45699], [1.80071, 1.24850, -0.49199], [1.55360, 2.68732, -0.69253], [-0.98023, -0.87768, 0.75324], [-1.82425, -0.58842, -0.49836], [-1.33067, -2.17946, 1.21537], [1.07460, -1.15832, 1.23911], [0.88591, -1.11428, -0.43295], [0.16324, 1.47785, 0.70916], [1.60370, 0.84254, -1.50590], [2.82844, 1.02486, -0.22137], [0.60520, 2.94152, -0.54749], [2.03659, 3.09656, -1.47429], [-1.32353, -0.08670, 1.44392], [-2.89128, -0.76139, -0.32066], [-1.56320, 0.23557, -1.15975], [-1.70373, -1.39884, -1.22976], [-0.60549, -2.66158, 1.73236], [-1.64963, -2.87204, 0.56000]],
  "atomic_forces_ev_per_a": [[1.31, -0.49, 0.88], [0.34, 0.35, 0.09], [-1.40, 0.87, -1.73], [1.62, -0.38, 1.32], [-0.93, 1.38, -1.79], [-0.33, -1.77, -1.17], [0.23, -1.11, 1.18], [-0.24, 0.22, 0.16], [-0.66, 0.12, -0.40], [-0.17, -0.54, 0.06], [0.28, -0.88, 0.39], [0.24, 0.20, 0.22], [-0.57, 0.29, -0.47], [-0.38, 0.02, -0.04], [0.36, -0.45, 0.43], [0.00, 1.03, 0.32], [-0.22, 0.71, 0.81], [0.61, -0.43, 0.15], [0.09, 0.43, 0.26], [-0.17, 0.44, -0.68]]
}

***

(3)
{
  "formula": "C5H9NOS",
  "method": "ωB97M-V/def2-TZVPD",
  "orbital_gap_ev": 9.7,
  "e_tot_ev": -19702.376,
  "de_lowest_ev": 1.928,
  "elements": ["C", "C", "C", "C", "C", "H", "H", "H", "H", "H", "H", "H", "H", "H", "N", "O", "S"],
  "positions_angstrom": [[0.54494, 0.12869, -0.51179], [-0.39500, 0.91504, 0.46108], [-1.49092, -0.16414, 0.62915], [-1.69842, -0.63859, -0.82084], [-0.27101, -1.18067, -0.57789], [2.11787, -0.62270, 1.14685], [0.55879, 0.67118, -1.50204], [0.08137, 1.10932, 1.44430], [-0.28330, 2.74910, -0.10875], [-2.31374, 0.04522, 1.33194], [-1.83431, 0.12655, -1.58876], [-2.45650, -1.45296, -0.87254], [0.14676, -2.00165, -1.10313], [0.03301, -1.34718, 1.54177], [-0.72764, -1.43097, 0.81890], [-0.95342, 2.08908, -0.08381], [2.28333, -0.02092, -0.02686]],
  "atomic_forces_ev_per_a": [[-0.27, 0.50, -0.57], [-0.16, -0.44, 0.55], [-0.10, 0.07, 0.17], [-0.60, -0.42, -0.19], [-0.44, 0.71, 0.41], [-0.15, -0.13, 0.27], [0.09, -0.64, 0.95], [-0.06, 0.03, -0.47], [0.79, 0.90, -0.06], [0.37, 0.00, -0.37], [-0.05, -0.17, 0.09], [0.62, 0.63, -0.05], [0.39, -0.67, -0.57], [-0.84, -0.16, -0.85], [1.04, 0.37, 1.03], [-0.69, -0.78, 0.07], [0.07, 0.19, -0.41]]
}

***

(4)
{
  "formula": "C63H58N9O2PReS",
  "method": "ωB97M-V/def2-TZVPD",
  "orbital_gap_ev": [5.8, 5.6],
  "spin_multiplicity": 2,
  "e_tot_ev": -106018.967,
  "total_charge": 2,
  "de_lowest_ev": 0.000,
  "elements": ["Re", "C", "C", "C", "C", "C", "C", "C", "C", "C", "C", "C", "C", "C", "C", "C", "C", "C", "C", "C", "N", "C", "C", "C", "C", "C", "C", "C", "C", "C", "C", "C", "C", "N", "C", "C", "C", "C", "C", "N", "C", "C", "C", "C", "C", "C", "C", "C", "N", "H", "H", "H", "H", "H", "H", "H", "H", "H", "H", "H", "H", "H", "H", "H", "H", "H", "H", "H", "H", "H", "H", "H", "H", "H", "H", "H", "H", "C", "C", "C", "C", "C", "C", "C", "S", "C", "O", "H", "H", "H", "H", "H", "H", "H", "H", "H", "H", "C", "N", "C", "N", "C", "N", "C", "P", "C", "C", "H", "H", "H", "H", "H", "H", "H", "H", "H", "H", "H", "H", "N", "C", "N", "C", "C", "O", "C", "C", "H", "H", "H", "H", "H", "H", "H", "H"],
  "positions_angstrom": [[0.69263, -0.72627, 0.10620], [7.03047, -5.13781, 1.05349], [7.03090, -3.79190, 1.38674], [5.88376, -3.03155, 1.21798], [4.72038, -3.61179, 0.71802], [4.72902, -4.96549, 0.38680], [5.87669, -5.72405, 0.55257], [3.50702, -2.76742, 0.53218], [2.33044, -3.08242, 1.23107], [2.11653, -4.31606, 1.90089], [0.78280, -4.43204, 2.13475], [0.16054, -3.22344, 1.72190], [-1.20319, -2.90108, 1.81931], [-2.29633, -3.90151, 1.87610], [-2.28456, -5.08064, 2.62539], [-3.35368, -5.95950, 2.57239], [-4.45562, -5.68164, 1.77431], [-4.48682, -4.51158, 1.03346], [-3.41862, -3.62947, 1.08745], [-1.57580, -1.55449, 1.94528], [-0.75128, -0.52771, 1.60278], [-1.07984, 0.51156, 2.43534], [-0.35802, 1.70159, 2.53882], [-0.42948, 2.48225, 3.81497], [0.30991, 1.95142, 4.87211], [0.36756, 2.60540, 6.09149], [-0.32031, 3.79627, 6.27253], [-1.06100, 4.32571, 5.22882], [-1.11247, 3.67873, 4.00108], [0.54159, 2.06116, 1.55453], [1.03888, 3.38066, 1.34714], [1.72636, 3.37908, 0.17991], [1.78743, 2.02567, -0.27667], [1.02027, 1.21886, 0.55198], [2.70312, 1.58811, -1.23536], [3.18188, 0.28309, -1.23397], [4.45166, -0.15101, -1.73466], [4.72129, -1.34529, -1.15428], [3.60029, -1.69242, -0.33124], [2.61736, -0.72908, -0.48268], [3.36502, 2.62153, -2.08370], [4.66937, 3.03563, -1.82926], [5.23817, 4.05012, -2.58471], [4.51303, 4.65038, -3.60368], [3.21407, 4.24009, -3.86342], [2.63949, 3.23358, -3.10149], [-2.21761, 0.15905, 3.22255], [-2.57483, -1.10539, 2.87021], [1.14936, -2.36336, 1.21568], [7.92712, -5.72818, 1.17975], [7.92735, -3.32929, 1.77622], [5.88391, -1.98472, 1.49482], [3.84366, -5.42199, -0.03869], [5.87294, -6.77101, 0.28139], [2.88208, -5.02648, 2.15652], [0.30583, -5.26246, 2.61644], [-1.48064, -5.29338, 3.31137], [-3.33563, -6.85648, 3.17617], [-5.28934, -6.36925, 1.74207], [-5.34691, -4.27790, 0.42067], [-3.44332, -2.71906, 0.50068], [0.84805, 1.02164, 4.73292], [0.95100, 2.18485, 6.89881], [-0.28091, 4.30700, 7.22443], [-1.60333, 5.25181, 5.36284], [-1.68630, 4.11988, 3.20319], [0.85263, 4.21289, 2.00578], [2.21605, 4.20897, -0.30080], [5.08052, 0.41603, -2.39919], [5.60730, -1.94552, -1.27395], [5.23072, 2.58078, -1.02275], [6.24591, 4.37831, -2.37054], [4.95609, 5.44603, -4.18654], [2.64490, 4.71112, -4.65379], [1.62440, 2.91455, -3.29751], [-2.67308, 0.79635, 3.96221], [-3.36550, -1.71209, 3.27773], [1.04373, 0.70651, -7.75444], [0.49118, 0.28433, -6.42552], [-0.05624, -0.98214, -6.24422], [-0.60218, -1.35559, -5.02462], [-0.59932, -0.44368, -3.98179], [-0.03498, 0.81865, -4.12371], [0.50457, 1.17114, -5.34447], [-1.37268, -0.90230, -2.46638], [-2.93515, -0.07029, -2.61753], [-0.62157, -0.08642, -1.38478], [0.88060, -0.05370, -8.51478], [2.11568, 0.89662, -7.68492], [0.57209, 1.63120, -8.08775], [-0.06067, -1.68325, -7.06833], [-1.04178, -2.33797, -4.89729], [-0.02239, 1.50249, -3.28499], [0.93681, 2.15568, -5.47348], [-2.78141, 1.00258, -2.64482], [-3.55211, -0.35833, -1.76910], [-3.38281, -0.41743, -3.54850], [-4.83990, 4.03511, -1.91065], [-3.47496, 4.55891, -1.92780], [-3.31891, 5.48936, -0.81143], [-3.64903, 4.89694, 0.47980], [-5.01556, 4.38660, 0.42887], [-5.21467, 3.41623, -0.64287], [-4.47031, 2.18976, -0.39627], [-2.60482, 2.40897, -0.34159], [-2.48739, 3.49243, -1.87100], [-2.70698, 3.84858, 0.84211], [-4.95337, 3.30458, -2.71526], [-5.52193, 4.86669, -2.09526], [-3.98375, 6.33787, -0.97946], [-2.28741, 5.84714, -0.78801], [-5.69278, 5.22623, 0.26510], [-5.25758, 3.91755, 1.38440], [-4.74106, 1.47005, -1.17343], [-4.78218, 1.76342, 0.56180], [-2.58548, 2.88527, -2.77521], [-1.48403, 3.93059, -1.89611], [-1.71041, 4.28881, 0.93977], [-2.99921, 3.43609, 1.81029], [0.33930, -2.44356, -1.09270], [0.37148, -3.51116, -1.54286], [0.36746, -4.69981, -2.04733], [-0.18652, -5.84509, -1.29658], [0.94942, -6.80715, -0.98156], [1.67685, -7.14812, -2.14386], [2.25790, -6.02152, -2.76623], [1.17427, -5.06102, -3.22566], [-0.93486, -6.32464, -1.92947], [-0.66322, -5.47870, -0.38694], [0.54367, -7.73582, -0.58308], [1.61573, -6.36007, -0.23095], [2.83455, -6.38390, -3.61530], [2.93590, -5.51013, -2.06818], [0.50946, -5.56068, -3.93287], [1.58298, -4.16175, -3.68454]],
  "atomic_forces_ev_per_a": [[-0.37, -0.05, -0.69], [-0.01, -0.01, 0.00], [0.01, 0.02, -0.01], [-0.02, -0.01, 0.09], [-0.06, -0.08, -0.04], [0.04, 0.03, -0.14], [0.02, 0.00, 0.00], [-0.05, 0.00, 0.04], [0.00, 0.09, -0.06], [-0.01, -0.05, 0.03], [0.01, -0.02, -0.08], [0.02, 0.19, -0.14], [0.06, 0.04, 0.02], [0.11, -0.09, 0.08], [-0.06, 0.07, 0.09], [-0.02, 0.02, -0.01], [0.02, -0.04, 0.00], [0.00, 0.04, 0.01], [0.00, -0.05, -0.06], [0.00, -0.08, -0.12], [-0.11, -0.10, 0.24], [0.03, 0.05, -0.06], [-0.02, -0.09, 0.02], [-0.02, 0.08, -0.11], [-0.04, -0.04, 0.03], [-0.01, 0.00, 0.01], [-0.01, -0.02, 0.02], [-0.02, 0.03, -0.02], [0.05, -0.02, 0.03], [-0.07, -0.04, -0.11], [-0.01, 0.02, 0.05], [-0.03, 0.02, -0.07], [0.01, -0.10, 0.05], [0.09, 0.20, 0.16], [0.08, -0.04, -0.10], [-0.11, 0.03, 0.07], [-0.06, -0.02, -0.08], [0.01, -0.05, -0.05], [-0.15, -0.06, -0.24], [0.51, 0.13, 0.16], [-0.06, -0.01, 0.08], [-0.01, 0.02, 0.00], [0.01, -0.03, -0.01], [0.01, 0.04, 0.00], [-0.02, -0.03, -0.01], [0.07, 0.01, -0.01], [-0.02, -0.06, 0.00], [-0.02, 0.07, -0.04], [0.34, -0.06, 0.69], [0.01, -0.01, 0.01], [0.01, 0.00, 0.02], [0.00, 0.02, -0.01], [-0.02, 0.00, 0.06], [0.00, -0.01, 0.00], [0.04, -0.02, -0.01], [-0.05, -0.06, -0.03], [0.03, 0.02, 0.04], [0.00, -0.01, 0.01], [-0.01, -0.01, 0.00], [0.00, -0.01, -0.02], [0.00, 0.00, 0.00], [0.01, -0.01, -0.01], [0.00, -0.01, 0.02], [0.00, 0.01, 0.02], [0.00, 0.01, 0.00], [-0.02, 0.02, -0.08], [0.00, 0.01, 0.02], [0.03, 0.01, 0.00], [0.01, 0.01, -0.02], [0.03, 0.01, 0.05], [0.00, 0.00, 0.03], [0.02, 0.00, 0.00], [0.01, 0.00, -0.02], [-0.01, 0.01, -0.01], [-0.02, 0.06, 0.04], [0.01, 0.01, 0.04], [-0.01, -0.02, 0.03], [0.05, 0.01, 0.00], [-0.06, 0.01, -0.02], [0.00, 0.00, 0.02], [-0.02, -0.04, 0.01], [0.06, 0.12, 0.02], [-0.02, -0.02, -0.04], [0.01, -0.02, 0.00], [0.02, -0.12, -0.11], [0.00, 0.08, 0.03], [-0.03, 0.14, 0.24], [0.00, -0.01, -0.01], [0.01, 0.00, 0.00], [-0.01, 0.00, -0.01], [-0.02, -0.01, -0.01], [0.01, -0.02, 0.00], [-0.04, 0.02, 0.04], [0.02, 0.00, -0.01], [0.00, -0.01, -0.05], [0.02, 0.01, 0.03], [0.01, -0.07, 0.00], [0.05, -0.02, 0.05], [-0.02, 0.11, -0.08], [0.02, -0.08, 0.00], [-0.03, 0.12, 0.11], [0.09, -0.06, -0.05], [-0.17, 0.01, 0.02], [0.11, -0.01, -0.15], [-0.24, 0.25, 0.04], [0.02, -0.07, 0.08], [0.07, -0.03, -0.03], [-0.02, 0.01, -0.01], [-0.01, -0.02, -0.02], [0.02, 0.01, 0.00], [-0.01, 0.04, -0.01], [0.00, 0.00, 0.01], [-0.04, 0.03, 0.01], [-0.01, -0.04, 0.03], [-0.02, -0.01, -0.02], [0.02, 0.06, -0.06], [0.00, 0.00, 0.00], [0.01, -0.03, 0.05], [0.03, 0.02, 0.05], [-0.17, -0.44, 0.00], [0.18, 0.18, 0.05], [-0.19, -0.04, -0.10], [0.04, -0.04, 0.01], [-0.02, -0.02, 0.06], [-0.05, -0.02, -0.04], [0.03, 0.01, -0.02], [0.09, -0.07, 0.03], [0.00, 0.00, 0.00], [-0.01, -0.01, -0.01], [0.02, 0.01, 0.03], [-0.01, 0.02, -0.02], [-0.01, -0.02, 0.01], [-0.01, 0.02, -0.06], [0.03, 0.03, -0.03], [0.01, 0.01, 0.05]]
}